Entry 1:
Computed, not measured: a molecular structure, C11H27BF4N3ORe, with ωB97M-V/def2-TZVPD.

Results
**Total charge**: +1
**HOMO level (alpha / beta)**: -10.86 / -10.56 eV
**Kohn-Sham gap (alpha / beta)**: 8.2 / 7.4 eV
**E_LUMO (alpha / beta)**: -2.68 / -3.12 eV
**Multiplicity**: 4

Last column: Löwdin charge in e.
Atoms and positions in Å:
Re: -0.162 0.428 0.318  1.4267
C: -2.654 -1.242 -0.908  -0.1737
C: -2.535 -1.271 0.622  -0.1589
N: -1.111 -1.339 1.052  -0.1760
C: -0.442 -2.600 0.629  -0.1199
C: 1.019 -2.374 0.226  -0.2504
N: 1.140 -1.060 -0.493  -0.1648
C: 0.872 -1.124 -1.961  -0.1673
C: -0.586 -1.384 -2.313  -0.1807
N: -1.533 -0.536 -1.561  -0.1131
H: -3.593 -0.753 -1.165  0.1312
H: -2.727 -2.255 -1.310  0.1158
H: -3.091 -2.122 1.022  0.1357
H: -2.943 -0.362 1.064  0.1193
H: -1.101 -1.247 2.067  0.1235
H: -1.014 -3.010 -0.198  0.1026
H: -0.496 -3.342 1.428  0.1381
H: 1.263 -3.141 -0.515  0.1456
H: 2.612 -3.442 1.151  0.1233
H: 2.110 -0.777 -0.405  0.0699
H: 1.498 -1.900 -2.412  0.1334
H: 1.194 -0.164 -2.368  0.1225
H: -0.836 -2.429 -2.136  0.1093
H: -0.701 -1.234 -3.388  0.1338
H: -1.891 0.198 -2.155  0.1210
O: 0.867 2.344 -0.041  -0.1300
H: 0.972 2.685 0.872  0.0688
H: 0.265 2.992 -0.441  0.0946
C: 3.887 -0.853 0.931  -0.0491
C: 2.991 -1.516 1.986  -0.5904
C: 2.277 -0.455 2.820  -0.0490
C: 3.906 -2.309 2.931  -0.0574
C: 2.007 -2.573 1.419  -0.0888
H: 4.800 -0.483 1.400  0.0967
H: 3.437 0.032 0.466  0.0748
H: 4.192 -1.551 0.148  0.0981
H: 2.999 0.232 3.263  0.1013
H: 1.709 -0.910 3.634  0.0990
H: 1.579 0.159 2.241  0.0246
H: 4.573 -1.633 3.465  0.0935
H: 4.520 -3.024 2.380  0.0930
H: 3.324 -2.860 3.672  0.0929
H: 1.412 -2.904 2.275  0.1154
F: -1.163 0.738 3.182  0.1336
B: -1.104 2.022 2.664  -1.1995
F: -1.960 2.896 3.215  0.2255
F: 0.216 2.476 2.583  0.1135
F: -1.510 1.847 1.191  -0.1082

Entry 2:
Computed, not measured: 2 unconnected molecules or ions with the total composition C11H27BrN2OP, with ωB97M-V/def2-TZVPD.

Results
**Total charge**: +1
**HOMO level**: -10.80 eV
**Kohn-Sham gap**: 8.3 eV
**E_LUMO**: -2.54 eV

Last column: Löwdin charge in e.
Atoms and positions in Å:
C: 1.569 1.272 0.948  -0.1379
C: 2.239 2.648 0.999  -0.3402
C: 1.528 3.782 0.268  -0.9348
Br: 1.297 3.345 -1.625  0.6303
P: 0.001 4.547 0.997  0.9067
C: -1.139 3.289 1.744  -0.3781
C: -2.124 2.769 0.755  -0.5100
C: -3.589 3.012 1.040  -0.0282
N: -1.740 2.175 -0.292  0.1241
H: 2.355 0.537 0.818  0.0687
H: 0.881 1.170 0.131  -0.0026
H: 1.113 1.032 1.900  0.0632
H: 3.203 2.543 0.517  0.0928
H: 2.438 2.942 2.023  0.1061
H: 2.226 4.605 0.248  0.0350
H: 0.570 5.121 2.155  -0.0484
H: -1.716 3.859 2.462  0.0649
H: -0.666 2.494 2.308  0.0736
H: -4.096 3.049 0.089  0.0759
H: -3.971 2.216 1.665  0.0881
H: -3.700 3.965 1.535  0.0770
H: -2.542 1.915 -0.865  0.0586
C: 1.713 -3.220 -1.551  0.0197
N: 0.405 -3.531 -0.880  -0.3659
C: 0.636 -4.669 0.062  0.0083
C: -0.591 -3.947 -1.907  0.0188
C: -0.114 -2.367 -0.056  -0.0913
C: -0.472 -1.101 -0.799  -0.2331
O: 0.675 -0.583 -1.445  -0.0806
H: 2.143 -4.162 -1.887  0.1122
H: 1.538 -2.581 -2.404  0.1028
H: 2.370 -2.741 -0.832  0.1178
H: 0.995 -5.522 -0.507  0.1125
H: -0.302 -4.913 0.553  0.1139
H: 1.380 -4.367 0.794  0.1170
H: -0.720 -3.142 -2.623  0.1084
H: -1.533 -4.170 -1.411  0.1186
H: -0.212 -4.829 -2.416  0.1167
H: 0.665 -2.160 0.678  0.1431
H: -1.000 -2.739 0.458  0.1425
H: -0.835 -0.377 -0.065  0.1084
H: -1.277 -1.274 -1.520  0.1254
H: 0.399 0.108 -2.063  0.1000

Entry 3:
Computed, not measured: a molecular structure, C11H27Cl2CrFN2O6P, with ωB97M-V/def2-TZVPD.

Results
**Total charge**: +1
**HOMO level (alpha / beta)**: -11.22 / -11.22 eV
**Kohn-Sham gap (alpha / beta)**: 5.9 / 6.4 eV
**E_LUMO (alpha / beta)**: -5.32 / -4.80 eV
**Multiplicity**: 5
**Relative energy (zero: lowest compared OMol25 entry of this formula, charge and spin)**: 1.948 eV

Last column: Löwdin charge in e.
Atoms and positions in Å:
Cr: 2.397 -2.169 -0.445  1.2059
F: 1.265 -0.752 0.796  -0.4805
C: -0.554 4.035 5.291  0.0012
C: -0.617 3.106 4.131  -0.5756
O: -1.274 3.364 3.160  0.0559
N: 0.344 2.128 4.094  0.0025
C: 0.444 1.160 3.049  -0.0954
H: 0.296 3.858 5.950  0.0786
H: -1.459 3.881 5.877  0.0902
H: -0.619 5.018 4.825  0.0949
H: 0.946 2.027 4.898  0.1302
H: 0.065 1.514 2.091  0.0695
H: -0.323 0.402 3.207  0.0485
H: 1.367 0.590 3.157  0.0905
C: -1.568 -3.362 -1.965  0.0486
C: -0.589 -2.514 -1.102  -0.4732
O: 0.497 -2.963 -0.752  -0.0814
N: -0.970 -1.227 -0.860  0.0465
C: -2.217 -0.470 -1.202  0.0017
H: -1.467 -3.140 -3.027  0.0949
H: -2.591 -3.181 -1.634  0.0781
H: -1.391 -4.396 -1.670  0.0918
H: -0.220 -0.688 -0.449  0.0709
H: -2.124 -0.045 -2.201  0.0789
H: -2.235 0.297 -0.428  0.0972
H: -3.089 -1.112 -1.076  0.0897
C: 3.186 0.437 -4.825  -0.0893
O: 2.331 1.116 -3.941  -0.1893
P: 1.445 0.246 -2.947  0.5484
O: 2.329 -0.602 -2.052  -0.3090
O: 0.436 -0.597 -3.894  -0.2156
C: -0.411 0.148 -4.733  -0.1008
O: 0.416 1.372 -2.302  -0.2076
C: 0.804 2.094 -1.209  -0.1356
H: 2.662 0.200 -5.751  0.0959
H: 3.470 -0.538 -4.429  0.0846
H: 4.092 1.026 -4.976  0.1079
H: -1.298 -0.448 -4.945  0.0987
H: 0.080 0.049 -5.701  0.0950
H: -0.627 1.174 -4.433  0.1033
H: 0.355 1.821 -0.253  0.0737
H: 0.383 3.097 -1.282  0.1078
H: 1.875 2.130 -1.014  0.1054
Cl: -2.723 -2.051 3.492  0.5606
C: -1.224 -1.924 2.542  -0.6614
C: -0.110 -2.314 3.538  -0.6914
Cl: -0.460 -3.820 4.404  0.5551
H: -1.129 -1.055 1.891  0.0446
H: -1.187 -2.757 1.840  0.0516
H: 0.201 -1.570 4.271  0.0620
H: 0.791 -2.594 2.993  0.0454